# 1
{"formula": "C23H28BrClGdN2O8", "method": "ωB97M-V/def2-TZVPD", "elements": ["H", "H", "C", "C", "H", "O", "H", "H", "H", "N", "Br", "C", "H", "C", "C", "O", "O", "H", "C", "H", "Cl", "C", "H", "C", "H", "C", "C", "H", "C", "H", "C", "H", "H", "O", "C", "O", "C", "N", "C", "H", "O", "H", "C", "H", "C", "H", "Gd", "H", "O", "H", "H", "C", "H", "C", "H", "C", "H", "O", "C", "H", "C", "H", "C", "H"], "xyz": [[1.51877, -5.55295, 0.19059], [0.97347, 4.90185, 4.97169], [-1.46533, -0.66155, -6.66111], [0.15087, 3.06395, 4.29959], [-3.49793, -1.00345, -6.09961], [-1.72093, -0.21305, -1.71201], [2.52447, 0.37985, 1.29729], [2.80457, -5.46665, -2.28831], [1.05807, 0.00485, -4.47651], [1.81427, -3.71975, -1.67061], [1.22447, -0.17735, -7.45581], [2.06767, -0.45855, 0.74189], [2.87007, -0.84675, 0.08919], [1.52637, -2.85565, -2.79741], [1.14757, 4.65275, 2.81559], [-2.07723, -1.79755, 0.84849], [0.21297, -2.69185, -0.49221], [3.76167, -3.97065, -2.31501], [3.00427, -4.52675, -1.76031], [-0.11993, 2.78505, 5.30759], [1.96717, -1.74245, 2.05169], [-0.71993, -0.18995, -2.45681], [3.39647, -4.75165, -0.77061], [0.06777, -0.21985, -4.84391], [1.99037, -1.87295, -2.67691], [-0.10673, 2.17165, 3.24869], [-2.49973, -0.78815, -5.74751], [0.44737, -2.70895, -2.84311], [-1.16793, 0.50975, 4.87729], [2.08197, -4.20665, 1.21219], [-0.19553, -0.37605, -6.18871], [-1.89303, 1.25175, 5.20039], [-1.64923, -0.76365, -7.72141], [-0.60753, -0.05735, 2.65349], [-3.77683, -0.11315, 1.08179], [1.81627, 5.82025, 2.52509], [0.20937, 2.57485, 1.89089], [-2.77443, 0.86685, 0.66689], [2.20427, 6.64235, 3.59209], [1.87547, -3.33425, -3.71191], [-0.07463, 1.88205, 0.86839], [-3.88363, -0.07785, 2.17229], [-2.25863, -0.64065, -4.39431], [2.78597, 7.45555, 3.15729], [0.84717, 3.84345, 1.74829], [2.82977, 6.10325, 4.31199], [-0.39213, -0.40295, 0.32609], [-2.80953, 0.94355, -0.35091], [0.45277, -0.03305, -2.06161], [-2.97703, 1.78775, 1.05379], [1.13017, 4.15155, 0.75239], [-3.31253, -1.58445, 0.73809], [1.33657, 7.06315, 4.11369], [-0.97633, -0.35895, -3.94041], [-3.04323, -0.75615, -3.66281], [0.77077, 4.27385, 4.11679], [-4.76913, 0.05505, 0.62959], [-4.19633, -2.38975, 0.46439], [-0.61563, 0.84625, 3.49759], [0.37177, -4.57945, 1.15509], [1.06397, -3.57535, -0.55751], [-1.64203, -0.46755, 4.81719], [1.28267, -4.56075, 0.56239], [-0.36483, 0.46325, 5.60969]], "lowdin_charge": [0.075, 0.088, -0.143, -0.047, 0.102, -0.094, -0.020, 0.092, 0.113, -0.143, 0.682, -0.595, -0.021, -0.030, -0.278, -0.181, -0.072, 0.090, -0.058, 0.102, 0.437, -0.652, 0.082, -0.072, 0.094, -0.100, -0.076, 0.091, -0.008, 0.037, -0.670, 0.080, 0.093, -0.116, -0.171, -0.089, -0.357, -0.044, -0.115, 0.092, -0.176, 0.109, -0.010, 0.087, 0.060, 0.090, 1.607, 0.060, -0.077, 0.088, 0.123, -0.683, 0.090, -0.118, 0.120, -0.056, 0.104, -0.005, -0.361, 0.096, -0.493, 0.085, -0.021, 0.083], "homo_energy_ev": [-4.98, -4.73], "orbital_gap_ev": [7.358, 6.791], "total_energy_ev": -147071.282, "spin_multiplicity": 8, "charge": -1}


# 2
{"formula": "C23H28CoN2O2S", "method": "ωB97M-V/def2-TZVPD", "elements": ["C", "H", "C", "C", "H", "C", "H", "C", "C", "C", "H", "Co", "N", "C", "S", "C", "C", "C", "H", "N", "H", "H", "C", "C", "C", "H", "O", "H", "C", "H", "C", "H", "C", "C", "H", "H", "H", "H", "C", "C", "H", "H", "H", "H", "H", "H", "C", "H", "C", "H", "H", "H", "H", "O", "H", "H", "C"], "xyz": [[2.56737, 1.59992, 4.24911], [-1.93718, 3.45658, 2.15711], [-0.97218, 0.53784, 2.08817], [-2.51653, 0.41352, -1.51682], [-4.14930, -2.52940, -1.32172], [-0.52776, 1.89076, 2.06154], [-1.34238, -2.13206, 1.95786], [-2.69902, -0.97136, -1.52347], [-0.64378, 0.09602, -5.64370], [2.76638, -2.81293, 0.66984], [-0.10187, -2.59479, 3.15252], [0.80592, 0.45812, 0.87300], [3.86881, -1.85181, 0.70040], [3.73648, -0.54140, 0.74115], [-0.94477, 1.11413, -1.82244], [1.36338, 1.20035, 3.48648], [0.37762, -0.84645, -5.65171], [-1.33945, 2.95498, 1.39131], [5.73250, -0.08310, 0.68677], [4.78830, 0.26638, 0.75603], [-1.13461, 0.37528, -6.56575], [2.26261, 2.30301, 5.03511], [0.85428, -0.11316, 3.53817], [0.67818, 2.17417, 2.69180], [-5.03995, -0.57971, -1.11936], [0.68088, -1.29852, -6.58629], [0.00141, 0.48752, -0.70297], [-3.40115, 2.37875, -1.36110], [-0.85710, -1.85570, 2.89357], [4.65723, 1.26297, 0.70962], [-0.29288, -0.47138, 2.84441], [-1.62572, -1.88715, 3.67239], [-4.84230, 0.79316, -1.13619], [-1.03691, 0.68797, -4.45447], [-2.02832, 2.53501, 0.66144], [-1.82867, 1.42870, -4.44589], [-0.71333, 3.71151, 0.91851], [1.14258, -0.88641, -2.34819], [-0.38611, 0.30195, -3.28952], [0.64150, -0.62675, -3.26990], [-6.03739, -0.97355, -0.97515], [-5.67853, 1.46678, -1.00664], [-1.91699, 0.28279, 1.61917], [1.37025, -0.85666, 4.13516], [4.80644, -2.22790, 0.70953], [3.26901, 2.15517, 3.62158], [1.01863, -1.20427, -4.47501], [1.81569, -1.93492, -4.49541], [-3.56621, 1.30750, -1.33063], [3.10091, -3.69930, 0.13861], [1.92046, -2.39360, 0.13109], [3.06874, 0.75821, 4.71890], [2.46758, -3.09964, 1.67732], [2.55703, -0.00176, 0.75739], [-1.87245, -1.64186, -1.72824], [1.08491, 3.17872, 2.63459], [-3.97227, -1.46227, -1.30906]], "lowdin_charge": [0.015, 0.129, -0.033, -0.426, 0.127, -0.277, 0.099, -0.055, -0.020, -0.004, 0.099, 0.961, 0.083, -0.484, 1.208, -0.194, -0.019, 0.017, 0.151, 0.246, 0.131, 0.133, 0.046, 0.038, -0.008, 0.130, -0.530, 0.120, 0.013, 0.142, -0.239, 0.127, -0.026, -0.056, 0.065, 0.128, 0.113, 0.094, -0.400, -0.071, 0.132, 0.130, 0.153, 0.156, 0.175, 0.111, -0.036, 0.122, -0.078, 0.111, 0.078, 0.105, 0.097, -0.086, 0.124, 0.161, -0.026], "homo_energy_ev": [-17.27, -17.26], "orbital_gap_ev": [7.931, 4.764], "total_energy_ev": -79815.458, "spin_multiplicity": 5, "charge": 3}


# 3
{"formula": "C23H28F9O3Ru", "method": "ωB97M-V/def2-TZVPD", "elements": ["H", "H", "C", "C", "C", "H", "H", "H", "C", "O", "H", "H", "C", "C", "F", "H", "F", "H", "O", "C", "C", "H", "C", "C", "C", "H", "O", "H", "C", "H", "F", "F", "H", "H", "C", "Ru", "H", "C", "C", "C", "C", "H", "F", "H", "F", "H", "F", "F", "H", "C", "H", "H", "C", "C", "C", "C", "F", "H", "H", "H", "H", "H", "C", "H"], "xyz": [[-0.04663, -2.77974, 3.19772], [1.17792, -6.02005, 2.63456], [2.02750, 1.37815, 1.67945], [2.35171, 2.95857, 0.01459], [-0.56094, -2.75876, -2.28126], [0.20638, -2.08981, 0.82526], [-3.00879, 1.52693, 1.22380], [-1.95843, 3.87470, 1.98856], [0.16802, -3.54870, 2.46497], [-0.45030, 2.33866, -0.91898], [-1.09106, -3.03587, -1.35888], [0.51537, 0.70607, 3.68069], [-0.61609, 2.75744, -3.19157], [2.46460, 2.64864, 2.27557], [-1.17325, 1.53534, -3.36545], [-0.39339, -4.49647, 2.59217], [-2.78303, 4.32995, -0.45070], [2.33206, 3.46673, -0.93793], [-0.93474, -1.39227, -2.54094], [-1.25845, 0.59029, 2.29075], [2.66859, -2.75785, 2.39800], [2.19498, 0.77494, -0.51520], [-0.42174, 2.63957, 3.00328], [-1.74458, -1.43482, -3.79636], [-1.53336, 2.89574, 2.19450], [-1.72112, -3.10965, -5.23438], [1.26433, -3.94423, 0.65392], [2.51093, 2.87491, 3.34178], [2.10688, 1.57125, 0.21837], [0.53150, -2.84186, -2.12498], [-0.99160, 3.57461, -4.21117], [0.87358, 4.86310, -1.91626], [3.15345, 4.55355, 1.35449], [-2.69574, -0.90413, -3.65708], [0.03430, -3.15651, 1.00709], [0.04528, 1.44377, 0.83606], [3.43882, -2.68097, 1.63078], [1.90192, -5.18753, 2.74848], [-1.17199, -3.74801, -3.27807], [1.63644, -3.88423, 2.06599], [-0.99022, 3.30054, -1.74789], [-0.43529, -4.34432, -3.81931], [-3.08803, 2.28375, -1.14638], [-1.83245, -4.40759, -2.68545], [-0.36020, 5.02665, -0.13279], [-1.20071, -0.85912, -4.56846], [-3.17825, 3.92708, -2.58861], [-1.12959, 5.69936, -2.09221], [-0.90639, -3.47844, 0.52598], [-2.06911, 1.65819, 1.73703], [-1.51088, -0.46853, 2.28432], [0.16590, 3.40109, 3.51430], [2.70349, 3.57013, 1.23722], [-0.39642, 4.74009, -1.46505], [-2.01975, -2.87140, -4.22362], [-2.53780, 3.46969, -1.48707], [0.72774, 2.57554, -3.23957], [3.18324, -2.93993, 3.35959], [2.91866, -5.59116, 2.60005], [-3.06824, -3.16368, -4.09656], [1.80656, -4.93072, 3.80172], [2.21749, -1.75266, 2.50296], [-0.19737, 1.23021, 3.04593], [2.14828, 0.39381, 2.14221]], "lowdin_charge": [0.107, 0.095, -0.291, -0.103, -0.214, 0.100, 0.100, 0.109, -0.103, -0.267, 0.078, 0.110, -0.485, -0.096, 0.149, 0.120, 0.129, 0.095, -0.148, -0.236, 0.003, 0.107, -0.140, -0.171, -0.137, 0.101, -0.074, 0.104, -0.267, 0.127, 0.148, 0.136, 0.105, 0.111, -0.165, 1.463, 0.085, -0.051, -0.157, -0.549, -0.249, 0.106, 0.140, 0.109, 0.131, 0.112, 0.152, 0.148, 0.106, -0.184, 0.100, 0.111, -0.082, -0.486, -0.163, -0.490, 0.143, 0.087, 0.090, 0.108, 0.088, 0.056, -0.240, 0.079], "homo_energy_ev": [-6.70, -8.36], "orbital_gap_ev": [7.251, 6.412], "total_energy_ev": -57479.784, "spin_multiplicity": 6}


# 4
{"formula": "C23H28F9O3Tl", "method": "ωB97M-V/def2-TZVPD", "elements": ["H", "H", "H", "O", "F", "F", "H", "C", "F", "H", "H", "C", "H", "C", "H", "F", "H", "C", "O", "C", "C", "F", "H", "H", "H", "H", "C", "H", "C", "C", "H", "C", "C", "H", "H", "F", "C", "C", "H", "C", "H", "C", "C", "C", "Tl", "H", "C", "H", "H", "C", "H", "C", "H", "C", "O", "F", "H", "H", "C", "H", "F", "H", "C", "F"], "xyz": [[3.44870, 0.26416, 0.90284], [0.04336, 2.69580, -1.64106], [0.80881, 1.36299, -3.42339], [-0.10833, 0.02739, -1.05919], [-0.99557, 0.63835, 7.78991], [-1.15867, 1.93486, 6.01497], [2.41360, -2.55487, -5.57933], [2.04158, 0.90719, 2.53290], [1.39989, 1.58861, 5.81413], [-1.89288, -1.50761, 0.37594], [-2.43447, 1.08649, 0.58020], [-1.78683, -0.94005, 1.30075], [-2.06241, 1.85623, 3.12122], [1.94678, 1.87275, 0.44793], [0.46463, 2.22072, 3.42292], [0.61547, -2.45418, 5.25134], [-2.82100, 0.15171, -1.40904], [0.98717, 2.51405, 1.27388], [0.77993, -1.31201, -5.32049], [0.44704, -0.93349, -7.72456], [2.60752, 0.88517, 1.22702], [-2.50905, 0.23254, 6.25762], [-2.36187, -0.52472, 4.22219], [-2.71599, 0.69857, -3.10211], [2.50465, -1.64961, -7.76630], [1.90327, -0.02337, -1.77896], [-0.27968, -1.76699, 6.01215], [0.80282, -0.11933, -8.35719], [0.21335, 0.49647, -3.12110], [-2.11188, 0.46974, 1.41234], [-1.41407, 2.36166, -0.68192], [-0.18567, -0.23376, 5.67396], [-1.40432, -1.40738, 2.53136], [0.54428, 0.59803, -6.15144], [0.86712, -1.42143, -2.31198], [2.20444, -0.40066, 5.37774], [1.05263, 1.91653, 2.56135], [1.50572, -2.04132, -7.53315], [1.31081, -2.90755, -8.16796], [-1.52465, -0.31002, 3.54845], [-0.47838, -1.33747, -8.15291], [-0.84844, 0.78835, -2.05333], [0.89346, -0.34795, -2.06330], [0.15886, -0.43108, -6.29797], [1.20372, -1.83919, 0.52362], [0.81417, -3.31072, -5.90351], [1.25109, 0.26300, 6.08961], [2.17672, 2.13576, -0.58036], [-0.13783, -0.09197, -3.96030], [1.42264, -2.39306, -6.02929], [-1.57890, 2.75529, -2.41814], [-1.23080, 0.65146, 6.45878], [2.35056, 0.29570, 3.36642], [-1.95450, 0.85708, 2.70885], [-0.25874, -0.03222, 4.26621], [-1.51692, -2.26018, 5.71220], [-1.06930, -2.40351, 2.79572], [-0.92853, -0.41196, -6.09463], [-0.95452, 2.24064, -1.67082], [0.32732, 3.33090, 0.99161], [1.51303, 0.07068, 7.40589], [-2.07251, -0.90616, -2.62354], [-2.19481, 0.13919, -2.31112], [-0.03366, -2.03429, 7.31642]], "lowdin_charge": [0.057, 0.085, 0.130, -0.245, 0.167, 0.159, 0.118, -0.194, 0.162, 0.096, 0.087, -0.128, 0.123, -0.199, 0.072, 0.154, 0.074, -0.156, -0.190, -0.155, -0.273, 0.145, 0.153, 0.095, 0.109, 0.103, -0.471, 0.107, -0.071, -0.056, 0.071, -0.134, -0.070, 0.120, 0.087, 0.140, -0.169, -0.154, 0.106, -0.260, 0.108, -0.554, -0.245, -0.197, 0.984, 0.118, -0.472, 0.074, 0.072, -0.184, 0.097, -0.476, 0.059, 0.000, -0.014, 0.146, 0.098, 0.118, -0.012, 0.077, 0.157, 0.096, -0.008, 0.164], "homo_energy_ev": -6.09, "orbital_gap_ev": 5.905, "total_energy_ev": -59594.018, "spin_multiplicity": 1}